DFT (ωB97M-V/def2-TZVPD) results for C5H9NO in the gas phase.

Properties
Highest occupied orbital energy = -8.572 eV
Energy above the lowest of the compared OMol25 structures with the same formula, charge and spin = 436.3 kJ/mol
Orbital gap = 9.437 eV
LUMO level = 0.9 eV

ORCA input file:
```
! RIJCOSX wB97M-V def2-TZVPD def2/J DEFGRID3
* xyz 0 1
O -2.7130 -0.6357 0.3876
C -1.9018 -0.2292 -0.5531
C -0.9348 0.8326 -0.0699
C 0.4570 0.1954 -0.0663
C 1.5206 0.5622 -1.0278
N 1.5655 1.0435 0.3546
C 0.3031 -1.2421 0.3791
H -2.5869 -0.1767 1.2500
H -0.4868 -1.6572 -0.2718
H -1.1555 1.2013 0.9528
H -0.9941 1.6800 -0.7596
H 1.3559 1.3285 -1.7819
H 2.2158 -0.2228 -1.3257
H 2.2501 0.5201 0.8966
H 1.1897 -1.8653 0.2572
H -0.0426 -1.2894 1.4224
*
```